(1)
47
Properties=species:S:1:pos:R:3:forces:R:3:mulliken_spin:R:1 method="wB97M-V/def2-TZVPD" e_tot_ev=-74080.4730 homo_lumo_gap_ev="6.67 / 6.09" lumo_ev="-1.155 / -1.996" homo_ev="-7.82 / -8.09" multiplicity=4 e_above_lowest_ev=0.000 charge=0
Tc -0.11282 0.12345 -0.02400 -0.0395 -0.0860 -0.0338 2.40
N 1.66869 -2.30971 3.24451 -0.0169 0.0158 -0.0063 0.01
C 0.90466 -1.59909 2.36725 -0.0015 -0.0219 0.0356 0.01
S 1.76649 -0.60836 1.21195 0.0287 0.0186 -0.0585 0.09
N -0.37791 -1.72058 2.43455 0.0233 0.0471 -0.0454 0.00
N -1.06246 -0.96087 1.48029 -0.0104 -0.0412 0.0311 -0.03
C -2.34633 -0.99678 1.63514 0.0104 0.0226 -0.0209 0.05
C -3.35831 -0.37779 0.83421 0.0069 0.0014 0.0120 0.00
C -4.68873 -0.50500 1.27264 -0.0079 0.0077 -0.0146 0.01
C -5.72435 0.07524 0.58364 0.0066 -0.0019 0.0019 0.01
C -5.43988 0.80582 -0.57547 -0.0059 -0.0016 0.0105 0.01
C -4.14975 0.94316 -1.03270 0.0024 -0.0225 0.0252 0.00
C -3.08607 0.35462 -0.33668 -0.0194 0.0106 -0.0230 0.02
O -1.87033 0.50408 -0.82131 0.0621 -0.0170 0.0215 0.09
H 2.62579 -2.02356 3.35486 -0.0058 -0.0050 0.0049 0.00
H 1.20103 -2.65218 4.06811 0.0011 -0.0057 -0.0006 0.00
H -2.68052 -1.57339 2.49340 -0.0059 0.0034 0.0018 0.00
H -4.88246 -1.06645 2.17893 -0.0034 -0.0001 0.0053 0.00
H -6.74144 -0.02146 0.93590 -0.0027 0.0013 -0.0002 0.00
H -6.24629 1.27955 -1.12090 -0.0048 0.0006 0.0028 0.00
H -3.91651 1.52306 -1.91491 0.0044 -0.0001 -0.0021 0.00
C 1.94485 5.21909 -0.47850 -0.0015 0.0060 -0.0115 0.01
S 1.32532 4.45373 -1.98351 0.0164 -0.0365 0.0078 0.02
C 1.23830 2.77509 -1.53562 -0.0155 0.1187 0.1349 0.00
S 1.92442 2.15819 -0.11656 0.0398 0.0195 -0.0755 0.29
N 0.61240 2.05142 -2.44569 0.0288 -0.0937 -0.0727 0.00
N 0.43952 0.78273 -2.05893 0.0356 0.0804 -0.0973 0.02
C 0.29847 -0.10870 -2.97242 -0.0360 -0.1046 0.0146 -0.04
C 0.06054 -1.46462 -2.53052 0.0129 0.0427 -0.0546 0.04
C -0.01409 -2.53960 -3.40767 -0.0022 -0.0278 0.0031 -0.01
C -0.17948 -3.81293 -2.90012 0.0017 0.0355 0.0069 0.02
C -0.25935 -3.98620 -1.52493 0.0027 0.0189 0.0194 -0.01
C -0.18931 -2.87669 -0.70789 -0.0129 -0.0579 0.0300 0.03
N -0.04315 -1.64012 -1.19699 -0.0070 0.0777 0.0082 -0.04
H 1.96458 6.28702 -0.69138 0.0052 0.0030 0.0101 0.00
H 2.94832 4.87434 -0.24294 0.0043 0.0043 0.0034 -0.01
H 1.27016 5.01964 0.35134 -0.0045 -0.0059 -0.0044 -0.01
H 0.38153 0.14973 -4.02089 0.0052 0.0110 0.0050 -0.01
H 0.06584 -2.35839 -4.47018 0.0020 -0.0036 -0.0002 0.00
H -0.23898 -4.66359 -3.56548 0.0008 -0.0006 -0.0043 0.00
H -0.37487 -4.96401 -1.08170 -0.0045 -0.0023 -0.0016 0.00
H -0.24881 -2.96856 0.36736 0.0049 -0.0020 -0.0074 0.00
F -0.52085 1.67636 1.22847 -0.1477 0.0012 0.2115 0.01
B -1.41000 3.00532 1.24366 0.0712 -0.0675 -0.0356 0.00
F -2.62915 2.56736 1.68167 -0.0247 -0.0025 0.0056 0.00
F -1.39550 3.42754 -0.05552 -0.0057 0.0342 -0.0327 0.00
F -0.74741 3.81417 2.11491 0.0091 0.0257 -0.0100 0.00

(2)
37
Properties=species:S:1:pos:R:3:forces:R:3:lowdin_charge:R:1 method="wB97M-V/def2-TZVPD" e_tot_ev=-164317.0871 homo_lumo_gap_ev=6.62 lumo_ev=-11.516 homo_ev=-18.14 e_above_lowest_ev=0.000 charge=+3
Zr 0.28372 -0.15159 -0.16234 -0.4941 0.2488 -0.0373 1.64
Br -0.80912 2.13467 1.11810 -0.0180 0.0725 0.1731 0.82
C -1.00447 2.97646 -0.61764 0.0060 -0.0049 0.0047 -0.81
Br -0.56279 1.68431 -2.02391 -0.0010 -0.0457 -0.2487 0.82
H -0.29187 3.79016 -0.69407 -0.0184 0.0295 -0.0046 0.05
H -2.04247 3.25855 -0.75709 -0.0039 0.0206 0.0050 0.05
O 2.04520 0.47383 0.63007 -0.1378 -0.0726 0.1535 -0.17
C 2.71960 -0.37832 -0.11866 -0.0579 -0.1472 -0.0433 -0.43
O 1.84554 -1.09394 -0.86257 0.4863 -0.0857 -0.1749 -0.16
C 4.09566 -0.54345 -0.14068 0.0178 -0.0214 -0.0372 -0.14
C 4.67303 -1.50250 -1.01420 0.0250 -0.0164 -0.0178 0.05
C 6.03519 -1.66149 -1.02143 -0.0526 0.0347 0.0244 0.00
C 6.82076 -0.87858 -0.16928 0.0776 -0.0032 -0.0002 0.04
C 6.26447 0.06986 0.69652 -0.0345 -0.0084 -0.0146 0.00
C 4.90548 0.24631 0.71839 0.0116 0.0047 -0.0002 0.05
H 4.04315 -2.09463 -1.66432 -0.0087 0.0027 0.0063 0.14
H 6.50034 -2.38299 -1.67783 0.0060 0.0004 0.0003 0.13
H 7.89604 -1.01012 -0.17986 -0.0042 -0.0002 -0.0003 0.14
H 6.90400 0.65630 1.34088 0.0066 -0.0039 -0.0054 0.13
H 4.45066 0.97235 1.37877 -0.0086 -0.0039 -0.0056 0.14
C -0.31056 -2.21970 2.62972 -0.0073 0.0635 0.0316 0.04
C -1.18099 -2.42349 1.43730 0.1665 0.1470 -0.2067 -0.24
O -0.96587 -1.52009 0.47072 0.0981 -0.0612 0.2120 -0.27
C -2.13602 -3.40908 1.27233 -0.0719 -0.0600 0.0751 -0.15
C -2.91932 -3.49948 0.08182 -0.0071 -0.0026 -0.0107 0.04
C -3.86307 -4.48038 -0.04035 0.0264 0.0181 0.0177 0.00
C -4.05544 -5.38734 1.01216 -0.0385 -0.0540 0.0135 0.06
C -3.30838 -5.32202 2.19293 0.0117 0.0380 -0.0423 0.00
C -2.35462 -4.34896 2.32769 -0.0121 -0.0024 -0.0066 0.05
H 0.52403 -1.57309 2.34466 0.0905 -0.0558 0.2051 0.08
H 0.09638 -3.13987 3.04288 -0.0496 -0.0492 -0.0478 0.12
H -0.87264 -1.71935 3.42432 -0.0189 -0.0120 -0.0013 0.14
H -2.76640 -2.79281 -0.72132 0.0131 0.0091 0.0061 0.12
H -4.46080 -4.56227 -0.93702 -0.0038 -0.0027 -0.0009 0.13
H -4.80536 -6.16256 0.90713 0.0019 0.0059 -0.0031 0.14
H -3.48163 -6.03498 2.98658 -0.0067 -0.0039 -0.0044 0.14
H -1.77602 -4.29920 3.24006 0.0106 0.0218 -0.0147 0.13

(3)
37
Properties=species:S:1:pos:R:3:forces:R:3:lowdin_charge:R:1 method="wB97M-V/def2-TZVPD" e_tot_ev=-96071.1161 homo_lumo_gap_ev=7.66 lumo_ev=-7.333 homo_ev=-14.99 e_above_lowest_ev=0.000 charge=+2
Pt -0.69885 -0.16970 -0.71899 0.3013 0.5093 0.5441 1.04
C 4.66707 -1.72377 -0.69386 -0.0129 0.0003 -0.0129 -0.01
C 3.27917 -1.86985 -1.24691 0.0031 -0.0330 -0.0471 -0.20
C 2.98972 -2.70173 -2.32636 0.0233 0.0378 0.0287 0.04
C 1.70191 -2.78139 -2.84576 0.0340 0.0156 -0.0342 -0.03
C 0.74343 -2.03093 -2.22199 -0.0438 0.0642 0.1297 -0.67
Br -1.05982 -1.86246 -2.83681 0.2804 0.4731 0.3339 0.92
N 0.96816 -1.26534 -1.14648 -0.1857 -0.5579 -0.4025 -0.19
C 2.22348 -1.16031 -0.68818 0.0351 -0.0379 -0.0792 -0.06
H 5.37224 -2.34285 -1.24282 -0.0018 0.0004 -0.0007 0.09
H 4.70123 -2.02071 0.35464 -0.0010 0.0018 -0.0003 0.10
H 5.00250 -0.68843 -0.75941 -0.0036 0.0019 0.0006 0.10
H 3.78314 -3.27627 -2.78756 -0.0067 -0.0085 0.0048 0.14
H 1.46768 -3.38686 -3.70952 -0.0041 -0.0084 0.0080 0.13
H 2.38032 -0.48524 0.14218 0.0110 0.0088 -0.0070 0.13
N -2.05979 1.71897 1.61337 0.0217 0.1715 0.1525 0.15
C -1.08716 0.87837 2.07883 -0.0596 -0.2492 0.0348 -0.25
C -0.86362 0.89739 3.46445 0.0196 0.0028 0.0418 0.03
C 0.00182 0.00804 4.03342 -0.0219 0.0219 0.0975 0.00
C 0.64689 -0.92263 3.21588 0.0743 -0.0407 -0.0625 -0.01
C 0.41415 -0.87958 1.87565 -0.1117 0.1592 0.0252 -0.11
N -0.42150 0.02795 1.28461 0.0925 0.0108 -0.1532 -0.04
C -2.53111 1.99169 0.35666 0.0000 0.0699 -0.2126 -0.27
C -3.47764 3.01289 0.21386 -0.0130 0.0153 0.0290 0.03
C -3.95809 3.31779 -1.03143 -0.0376 0.0507 -0.0003 0.00
C -3.48402 2.61235 -2.14087 0.0252 -0.0128 -0.0499 -0.02
C -2.56615 1.62742 -1.93114 0.0006 -0.0109 0.0790 -0.11
N -2.08994 1.30704 -0.69439 -0.4016 -0.5452 -0.4387 -0.08
H -2.49457 2.26963 2.33804 0.0225 0.0183 -0.0073 0.16
H -1.40590 1.61083 4.07046 0.0100 0.0104 -0.0074 0.14
H 0.16291 0.01260 5.10296 0.0109 0.0099 -0.0057 0.14
H 1.31407 -1.66945 3.61979 -0.0123 -0.0098 -0.0056 0.13
H 0.87450 -1.58439 1.21241 -0.0286 -0.1383 0.0144 0.09
H -3.81632 3.54933 1.09014 0.0040 -0.0036 -0.0002 0.13
H -4.69273 4.10248 -1.15180 0.0032 -0.0017 0.0019 0.14
H -3.82618 2.82762 -3.14193 -0.0022 0.0013 0.0036 0.13
H -2.16103 1.04949 -2.75112 -0.0245 0.0026 -0.0025 0.09

> The lowest charge belongs to which entry?

C16H15BF4N6OS3Tc

> Among the records above, which one has the highest charge?

C16H15Br2O3Zr

> Among the records above, which one has the highest charge?

C16H15Br2O3Zr